Below is 7 unconnected molecules or ions with the total composition C22H38Cl12N2O3P at a distorted geometry, with properties calculated with ωB97M-V/def2-TZVPD.

```
78
Properties=species:S:1:pos:R:3:lowdin_charge:R:1
Cl -5.106 4.209 0.003 0.53
Cl 3.450 -1.572 1.576 0.65
Cl -7.110 2.130 -1.826 0.58
Cl 4.068 3.976 2.700 0.55
Cl 2.033 1.390 1.781 0.59
Cl 0.127 3.763 4.954 0.56
Cl -7.549 -2.202 -0.338 0.54
Cl -2.321 3.014 2.690 0.53
Cl 1.770 5.260 -1.068 0.64
Cl -4.732 -0.305 -0.712 0.55
Cl 4.587 7.158 -1.442 0.55
Cl 1.392 -3.359 3.637 0.55
P 2.644 -1.580 -2.008 0.94
O -3.068 -3.155 -2.028 -0.14
O 0.662 -3.828 -2.634 -0.11
O 4.327 -1.263 -2.475 -0.35
N 1.377 -5.681 -1.509 0.13
N 1.595 -4.373 -1.780 -0.17
C -1.547 3.269 5.311 -0.65
C -7.037 -1.324 -1.800 -0.67
C 3.508 -5.520 0.106 -0.10
C 2.282 6.139 -2.530 -0.63
C 3.167 -3.249 3.731 -0.65
C -6.638 3.798 -2.237 -0.64
C 1.746 3.127 1.510 -0.64
C 2.289 -6.366 -0.565 0.06
C 3.794 6.160 -2.688 -0.66
C 4.492 -6.287 1.197 -0.06
C -5.228 4.128 -1.771 -0.66
C -5.525 -1.302 -1.958 -0.65
C 2.272 -0.304 -0.624 -0.47
C -1.348 -1.520 -1.216 -0.07
C 3.036 3.889 1.252 -0.73
C 2.635 -3.381 -1.356 -0.15
C 3.680 -1.879 3.315 -0.58
C -0.696 -4.013 -2.100 -0.11
C -2.082 2.275 4.292 -0.66
C 5.026 -6.811 2.413 0.11
C -1.684 -2.690 -2.361 -0.29
C 3.779 -3.950 -0.275 0.03
H -1.331 -2.059 -0.160 0.10
H -7.451 -0.312 -1.751 -0.02
H -0.289 -1.049 -1.476 0.06
H -5.258 -0.870 -2.926 0.08
H 4.219 5.153 -2.636 0.07
H 1.551 -0.846 0.158 0.02
H -7.376 4.477 -1.798 0.07
H -1.410 1.418 4.175 0.07
H 4.902 -1.846 -1.878 0.05
H 2.807 4.920 0.964 -0.01
H 1.756 0.685 -1.044 0.08
H -5.100 -2.310 -1.906 0.04
H -0.756 -4.228 -0.951 0.14
H 3.260 0.009 -0.035 -0.02
H -2.165 4.171 5.356 0.07
H -4.931 5.109 -2.154 0.07
H -2.164 -0.675 -1.175 0.04
H 3.590 -4.043 3.107 0.04
H 4.651 -3.272 0.145 0.09
H 3.619 3.433 0.445 0.06
H 1.212 3.522 2.380 0.02
H -1.537 2.813 6.305 0.07
H 1.827 5.627 -3.383 0.07
H 2.180 -7.507 -0.260 0.16
H -3.057 1.900 4.616 0.07
H -1.197 -4.888 -2.737 0.16
H -3.034 -3.607 -1.115 0.13
H 5.315 -7.268 3.478 0.09
H -7.492 -1.836 -2.653 0.08
H -1.599 -2.284 -3.463 0.17
H -4.503 3.390 -2.129 0.07
H -6.700 3.885 -3.325 0.07
H 1.868 7.151 -2.481 0.08
H 3.183 -1.077 3.870 0.08
H 1.087 3.207 0.641 0.04
H 4.061 6.593 -3.656 0.08
H 3.442 -3.449 4.770 0.08
H 4.755 -1.810 3.509 0.08
```

- Molecular weight: 835.0 g/mol
- Net charge: +1
- Max |F|: 10.0 eV/Å
- DFT total energy: -7059.19367 hartree



Below is 7 unconnected molecules or ions with the total composition C19H52O7 at a distorted geometry, with properties calculated with ωB97M-V/def2-TZVPD.

```
78
Properties=species:S:1:pos:R:3:lowdin_charge:R:1
O -36.045 24.431 -0.789 -0.05
O -29.571 17.437 -4.044 -0.09
O -30.323 22.323 -3.877 -0.12
O -33.330 20.065 -9.446 -0.05
O -35.262 13.628 -2.194 -0.06
O -31.208 19.675 -4.167 -0.08
O -33.882 16.927 1.675 -0.05
C -35.850 15.263 -3.931 -0.06
C -32.884 18.048 -4.476 -0.05
C -33.150 19.174 -8.350 -0.49
C -35.396 13.851 -3.602 -0.47
C -32.642 19.510 -4.156 -0.45
C -33.884 17.041 -0.751 -0.06
C -35.980 22.486 -2.170 -0.07
C -33.195 19.934 -2.806 -0.04
C -34.935 24.633 -2.908 -0.06
C -28.437 15.870 -2.719 -0.06
C -33.089 16.720 0.500 -0.49
C -32.484 17.876 -8.852 -0.05
C -34.497 18.866 -7.688 -0.06
C -29.198 18.092 -1.738 -0.05
C -31.046 23.504 -3.576 -0.14
C -36.096 23.997 -2.150 -0.49
C -29.519 16.942 -2.699 -0.49
C -32.517 15.297 0.528 -0.05
C -36.387 12.808 -4.134 -0.07
H -31.975 15.127 -0.410 0.07
H -29.427 22.570 -4.123 0.10
H -28.620 15.277 -3.617 0.08
H -36.157 13.576 -1.841 0.09
H -28.833 17.688 -0.792 0.08
H -31.042 20.630 -4.040 0.06
H -37.422 12.944 -3.808 0.08
H -33.980 24.420 -2.424 0.07
H -34.802 16.441 -0.778 0.08
H -30.176 18.211 -4.047 0.04
H -33.464 16.405 2.364 0.08
H -32.513 19.639 -7.595 0.13
H -34.416 13.681 -4.045 0.14
H -31.333 24.084 -4.456 0.09
H -31.940 23.213 -3.023 0.06
H -36.830 24.937 -0.579 0.08
H -30.104 18.678 -1.579 0.06
H -33.957 17.880 -4.582 0.07
H -36.077 11.804 -3.845 0.08
H -30.513 16.526 -2.474 0.12
H -33.158 17.396 -9.569 0.08
H -31.591 18.122 -9.423 0.08
H -33.828 19.564 -10.103 0.09
H -35.731 15.967 -3.105 0.06
H -35.059 19.768 -7.451 0.08
H -30.510 24.164 -2.886 0.09
H -37.058 24.311 -2.569 0.14
H -35.082 18.299 -8.418 0.08
H -33.092 20.113 -4.954 0.13
H -36.471 12.852 -5.225 0.08
H -27.452 16.323 -2.823 0.08
H -33.340 16.820 -1.666 0.06
H -32.224 17.401 0.501 0.13
H -33.338 14.576 0.503 0.08
H -35.904 22.056 -3.172 0.08
H -34.298 18.259 -6.806 0.05
H -35.355 15.672 -4.814 0.07
H -35.126 22.145 -1.584 0.08
H -34.849 24.237 -3.925 0.08
H -36.871 22.025 -1.735 0.08
H -32.385 17.789 -5.411 0.08
H -34.255 19.671 -2.801 0.08
H -28.447 18.733 -2.199 0.08
H -36.917 15.341 -4.169 0.08
H -31.840 15.069 1.350 0.08
H -32.299 17.201 -8.019 0.07
H -32.966 20.981 -2.611 0.07
H -32.753 19.364 -1.987 0.07
H -34.258 18.064 -0.729 0.07
H -28.471 15.207 -1.853 0.07
H -35.029 25.715 -3.006 0.08
H -32.461 17.405 -3.703 0.07
```

- Molecular weight: 392.6 g/mol
- Max |F|: 1.4 eV/Å
- Relative energy (zero: lowest compared OMol25 entry of this formula, charge and spin): 1.050 eV



Below is C7H10 in the gas phase at a distorted geometry, with properties calculated with ωB97M-V/def2-TZVPD.

```
17
Properties=species:S:1:pos:R:3:lowdin_charge:R:1
C 0.656 -0.620 -1.673 -0.10
C 1.517 0.296 -0.846 -0.09
C 0.070 -1.061 0.882 -0.11
C -1.395 0.768 1.169 -0.12
C 0.165 -0.140 -0.348 -0.43
C -0.991 0.874 -0.257 -0.13
C -0.741 -0.168 1.834 -0.08
H 0.185 -0.211 -2.564 0.10
H 1.639 1.324 -1.181 0.10
H -1.838 0.627 -0.893 0.11
H -0.663 1.901 -0.479 0.12
H -0.432 -2.010 0.621 0.12
H 2.402 -0.127 -0.373 0.10
H -0.572 0.076 2.853 0.09
H 0.948 -1.663 -1.756 0.10
H -2.003 1.471 1.724 0.10
H 1.053 -1.336 1.286 0.11
```

- Molecular weight: 94.2 g/mol
- Max |F|: 1.7 eV/Å
- Relative energy (zero: lowest compared OMol25 entry of this formula, charge and spin): 1.667 eV



Look up the max |F| of the first one. 10.0 eV/Å